# 1
15
Properties=species:S:1:pos:R:3:nbo_charge:R:1 method="wB97M-V/def2-TZVPD" homo_lumo_gap_ev=9.9 charge=0 multiplicity=1 homo_energy_ev=-8.86 total_energy_ev=-6817.6725 smiles=C#CCN(C)C
N -0.4647 0.3000 -0.2937 -0.43
C -0.5557 -1.0220 -0.9223 -0.42
H -0.7895 -1.7935 -0.1615 0.17
C 1.9082 0.1015 0.1380 0.00
H 0.4556 -0.0438 1.5680 0.18
C -1.5989 0.7073 0.4839 -0.43
H -1.6213 1.7126 0.9144 0.22
C 0.5580 0.4706 0.6043 -0.29
C 2.9617 -0.2198 -0.3035 -0.25
H -2.5552 0.8577 -0.2546 0.19
H -1.3727 -1.0106 -1.6548 0.21
H -1.9130 -0.1302 1.2268 0.17
H 0.3824 -1.1321 -1.5223 0.23
H 0.6353 1.5238 0.7243 0.23
H 3.9696 -0.3214 -0.5470 0.23

---

# 2
16
Properties=species:S:1:pos:R:3:nbo_charge:R:1 method="wB97M-V/def2-TZVPD" homo_lumo_gap_ev=8.4 charge=+1 multiplicity=1 homo_energy_ev=-12.28 total_energy_ev=-18100.2535
C 0.1823 -1.6448 2.2490 -0.70
H 1.9106 -1.6628 -0.4037 0.26
H -3.4451 1.8777 -1.9599 0.50
H 2.5244 -1.3108 1.2016 0.23
H -0.7834 -1.3848 2.6287 0.26
C -1.3547 2.0979 -2.2681 0.77
N -0.3449 2.6142 -2.5039 -0.47
S -0.7308 -0.2519 0.0757 -0.19
H 2.1573 0.0373 0.0523 0.25
N -2.3976 1.7434 -1.6685 -0.80
C 1.8869 -0.9415 0.4170 -0.69
H 1.0793 -1.1188 2.8668 0.25
H 0.4705 -2.7378 2.2954 0.27
C 0.4598 -1.0976 0.8984 0.11
H 0.5513 2.7788 -2.9120 0.49
H -2.1660 1.0014 -0.9687 0.48

---

> Look up the multiplicity of the second one.

1

---

What did the second record say?
16
Properties=species:S:1:pos:R:3:nbo_charge:R:1 method="wB97M-V/def2-TZVPD" homo_lumo_gap_ev=8.4 charge=+1 multiplicity=1 homo_energy_ev=-12.28 total_energy_ev=-18100.2535
C 0.1823 -1.6448 2.2490 -0.70
H 1.9106 -1.6628 -0.4037 0.26
H -3.4451 1.8777 -1.9599 0.50
H 2.5244 -1.3108 1.2016 0.23
H -0.7834 -1.3848 2.6287 0.26
C -1.3547 2.0979 -2.2681 0.77
N -0.3449 2.6142 -2.5039 -0.47
S -0.7308 -0.2519 0.0757 -0.19
H 2.1573 0.0373 0.0523 0.25
N -2.3976 1.7434 -1.6685 -0.80
C 1.8869 -0.9415 0.4170 -0.69
H 1.0793 -1.1188 2.8668 0.25
H 0.4705 -2.7378 2.2954 0.27
C 0.4598 -1.0976 0.8984 0.11
H 0.5513 2.7788 -2.9120 0.49
H -2.1660 1.0014 -0.9687 0.48